Entry 1:
101
Properties=species:S:1:pos:R:3 method="wB97M-V/def2-TZVPD" energy_ha=-3524.4755 s_squared=0.76 e_homo_ev="-6.34 / -7.33" e_above_lowest_ev=0.866 multiplicity=2
Ir -0.306 -0.017 0.018
C -0.635 3.512 4.326
O -1.951 3.133 4.729
C -2.135 2.033 5.503
C -3.110 2.135 6.493
C -3.406 1.061 7.310
C -2.735 -0.146 7.153
C -1.791 -0.267 6.151
C -1.482 0.806 5.318
N -0.524 0.640 4.285
C -0.835 0.592 2.950
N -2.142 0.670 2.658
C -2.731 1.065 1.436
C -2.134 0.861 0.194
C -2.818 1.380 -0.915
C -4.045 2.010 -0.799
C -4.645 2.153 0.446
C -3.982 1.678 1.559
O -4.488 1.820 2.841
C -5.778 1.257 3.035
N 0.103 0.480 2.048
C 1.447 0.475 2.516
C 2.196 1.637 2.548
C 3.528 1.614 2.943
C 4.111 0.412 3.300
C 3.376 -0.768 3.272
C 2.043 -0.739 2.884
O 1.233 -1.831 2.831
C 1.861 -3.099 2.857
H -0.647 4.598 4.264
H -0.384 3.099 3.349
H 0.112 3.196 5.055
H -3.614 3.086 6.604
H -4.158 1.169 8.080
H -2.961 -0.988 7.791
H -1.281 -1.206 5.978
H 0.386 0.284 4.533
H -2.754 0.821 3.448
H -2.358 1.289 -1.891
H -4.538 2.404 -1.679
H -5.597 2.654 0.558
H -6.538 1.781 2.453
H -6.006 1.361 4.094
H -5.785 0.200 2.758
H 1.725 2.556 2.220
H 4.109 2.525 2.945
H 5.151 0.380 3.596
H 3.849 -1.703 3.534
H 1.078 -3.827 2.658
H 2.305 -3.311 3.834
H 2.630 -3.165 2.083
C -0.844 -0.881 -1.511
C -1.215 -1.561 -2.511
C -1.422 -2.266 -3.622
C -0.309 -3.106 -4.129
C -0.122 -3.310 -5.498
C 0.947 -4.063 -5.955
C 1.835 -4.635 -5.054
C 1.660 -4.433 -3.690
C 0.599 -3.670 -3.232
C -2.749 -2.276 -4.276
C -3.202 -3.396 -4.974
C -4.471 -3.411 -5.533
C -5.299 -2.306 -5.407
C -4.858 -1.187 -4.712
C -3.595 -1.173 -4.147
H -0.812 -2.861 -6.200
H 1.088 -4.205 -7.019
H 2.662 -5.233 -5.414
H 2.351 -4.873 -2.982
H 0.462 -3.493 -2.173
H -2.563 -4.265 -5.062
H -4.815 -4.289 -6.063
H -6.290 -2.318 -5.843
H -5.502 -0.323 -4.610
H -3.249 -0.312 -3.591
S 2.071 -1.005 -0.372
P 2.429 0.767 -1.247
S 0.785 1.920 -0.996
C 3.891 1.593 -0.559
C 5.055 0.842 -0.410
C 6.202 1.436 0.087
C 6.195 2.784 0.425
C 5.039 3.534 0.269
C 3.883 2.938 -0.218
C 2.818 0.593 -3.006
C 3.069 1.743 -3.753
C 3.310 1.642 -5.112
C 3.294 0.396 -5.729
C 3.041 -0.747 -4.988
C 2.801 -0.651 -3.623
H 5.054 -0.211 -0.668
H 7.104 0.850 0.210
H 7.093 3.249 0.811
H 5.034 4.584 0.531
H 2.968 3.508 -0.327
H 3.065 2.714 -3.272
H 3.502 2.534 -5.694
H 3.476 0.320 -6.794
H 3.008 -1.715 -5.469
H 2.577 -1.532 -3.037


Entry 2:
9
Properties=species:S:1:pos:R:3 method="wB97M-V/def2-TZVPD" smiles="C=C1CN1[O-]" energy_ha=-246.5507 e_homo_ev=-1.52 e_above_lowest_ev=1.801 charge=-1
C 0.936 1.271 0.028
C 0.218 0.172 0.133
C -0.536 -0.850 -0.581
N -0.920 -0.373 0.687
O -1.224 -1.085 1.747
H 1.154 1.833 0.966
H 1.486 1.622 -0.966
H -1.057 -0.748 -1.504
H -0.058 -1.843 -0.512


Entry 3:
16
Properties=species:S:1:pos:R:3 method="wB97M-V/def2-TZVPD" smiles=C1[C@H]2OC3(CC3)O[C@H]12 energy_ha=-383.5466 e_homo_ev=-9.15 e_above_lowest_ev=9.892
C 2.773 -0.152 0.277
C 1.415 -0.354 -0.624
O 0.145 -1.018 -0.503
C -0.914 0.132 -0.216
C -1.995 -0.177 0.882
C -2.186 0.074 -0.723
O -0.052 1.270 -0.401
C 1.292 0.810 0.097
H 3.825 0.091 -0.280
H 2.991 -0.533 1.253
H 1.658 0.112 -1.692
H -2.188 -1.218 1.042
H -2.305 0.353 1.723
H -2.885 0.957 -0.934
H -2.318 -0.954 -1.151
H 0.743 0.607 1.250


Entry 4:
12
Properties=species:S:1:pos:R:3 method="wB97M-V/def2-TZVPD" energy_ha=-3220.3762 e_homo_ev=-3.82 e_above_lowest_ev=0.707 charge=-1
C 0.386 -0.546 -1.604
C -1.119 0.121 1.146
O 1.204 -1.311 1.583
O 1.392 1.135 0.794
O 0.236 0.773 -2.055
P 0.679 -0.166 0.806
Br -1.146 0.638 2.992
H -0.500 -1.127 -1.839
H 1.306 -1.019 -1.948
H -1.494 0.954 0.558
H -1.736 -0.764 1.036
H 0.791 1.312 -1.470


Entry 5:
25
Properties=species:S:1:pos:R:3 method="wB97M-V/def2-TZVPD" energy_ha=-539.4715 s_squared=2.03 e_homo_ev="-6.07 / -9.54" e_above_lowest_ev=0.000 multiplicity=3
C 2.332 2.084 0.411
C 2.981 1.458 -0.681
C 1.106 1.619 0.689
C 2.620 0.221 -0.988
C 0.531 0.440 0.196
C 1.528 -0.475 -0.398
C -0.836 0.286 0.464
C -2.656 0.625 -0.994
C -2.115 0.406 0.368
C 1.388 -1.828 -0.568
C -3.276 0.176 1.262
C 0.283 -2.589 0.012
O -3.600 -0.011 -1.430
H 2.708 2.988 0.800
H 4.025 1.802 -1.002
H 0.610 2.150 1.487
H 3.209 -0.320 -1.860
H -2.148 1.258 -1.711
H 2.151 -2.363 -1.026
H -2.868 -0.056 2.294
H -3.884 -0.633 1.016
H -3.840 1.036 1.265
H -0.647 -2.651 -0.661
H -0.360 -1.992 0.764
H 0.757 -3.630 0.292


Entry 6:
14
Properties=species:S:1:pos:R:3 method="wB97M-V/def2-TZVPD" smiles=COC[C@H]1CO1 energy_ha=-307.6164 e_homo_ev=-9.95 e_above_lowest_ev=2.614
C -2.449 0.117 0.165
O -1.239 -0.535 -0.112
C -0.108 0.293 0.034
C 1.107 -0.593 -0.145
C 2.475 -0.081 -0.256
O 2.017 -0.698 0.940
H -3.255 -0.574 -0.092
H -2.552 0.387 1.227
H -2.559 1.035 -0.432
H -0.074 0.752 1.039
H -0.123 1.100 -0.724
H 0.860 -1.539 -0.635
H 2.685 0.990 -0.192
H 3.215 -0.656 -0.817


Repeat the first record exactly.
101
Properties=species:S:1:pos:R:3 method="wB97M-V/def2-TZVPD" energy_ha=-3524.4755 s_squared=0.76 e_homo_ev="-6.34 / -7.33" e_above_lowest_ev=0.866 multiplicity=2
Ir -0.306 -0.017 0.018
C -0.635 3.512 4.326
O -1.951 3.133 4.729
C -2.135 2.033 5.503
C -3.110 2.135 6.493
C -3.406 1.061 7.310
C -2.735 -0.146 7.153
C -1.791 -0.267 6.151
C -1.482 0.806 5.318
N -0.524 0.640 4.285
C -0.835 0.592 2.950
N -2.142 0.670 2.658
C -2.731 1.065 1.436
C -2.134 0.861 0.194
C -2.818 1.380 -0.915
C -4.045 2.010 -0.799
C -4.645 2.153 0.446
C -3.982 1.678 1.559
O -4.488 1.820 2.841
C -5.778 1.257 3.035
N 0.103 0.480 2.048
C 1.447 0.475 2.516
C 2.196 1.637 2.548
C 3.528 1.614 2.943
C 4.111 0.412 3.300
C 3.376 -0.768 3.272
C 2.043 -0.739 2.884
O 1.233 -1.831 2.831
C 1.861 -3.099 2.857
H -0.647 4.598 4.264
H -0.384 3.099 3.349
H 0.112 3.196 5.055
H -3.614 3.086 6.604
H -4.158 1.169 8.080
H -2.961 -0.988 7.791
H -1.281 -1.206 5.978
H 0.386 0.284 4.533
H -2.754 0.821 3.448
H -2.358 1.289 -1.891
H -4.538 2.404 -1.679
H -5.597 2.654 0.558
H -6.538 1.781 2.453
H -6.006 1.361 4.094
H -5.785 0.200 2.758
H 1.725 2.556 2.220
H 4.109 2.525 2.945
H 5.151 0.380 3.596
H 3.849 -1.703 3.534
H 1.078 -3.827 2.658
H 2.305 -3.311 3.834
H 2.630 -3.165 2.083
C -0.844 -0.881 -1.511
C -1.215 -1.561 -2.511
C -1.422 -2.266 -3.622
C -0.309 -3.106 -4.129
C -0.122 -3.310 -5.498
C 0.947 -4.063 -5.955
C 1.835 -4.635 -5.054
C 1.660 -4.433 -3.690
C 0.599 -3.670 -3.232
C -2.749 -2.276 -4.276
C -3.202 -3.396 -4.974
C -4.471 -3.411 -5.533
C -5.299 -2.306 -5.407
C -4.858 -1.187 -4.712
C -3.595 -1.173 -4.147
H -0.812 -2.861 -6.200
H 1.088 -4.205 -7.019
H 2.662 -5.233 -5.414
H 2.351 -4.873 -2.982
H 0.462 -3.493 -2.173
H -2.563 -4.265 -5.062
H -4.815 -4.289 -6.063
H -6.290 -2.318 -5.843
H -5.502 -0.323 -4.610
H -3.249 -0.312 -3.591
S 2.071 -1.005 -0.372
P 2.429 0.767 -1.247
S 0.785 1.920 -0.996
C 3.891 1.593 -0.559
C 5.055 0.842 -0.410
C 6.202 1.436 0.087
C 6.195 2.784 0.425
C 5.039 3.534 0.269
C 3.883 2.938 -0.218
C 2.818 0.593 -3.006
C 3.069 1.743 -3.753
C 3.310 1.642 -5.112
C 3.294 0.396 -5.729
C 3.041 -0.747 -4.988
C 2.801 -0.651 -3.623
H 5.054 -0.211 -0.668
H 7.104 0.850 0.210
H 7.093 3.249 0.811
H 5.034 4.584 0.531
H 2.968 3.508 -0.327
H 3.065 2.714 -3.272
H 3.502 2.534 -5.694
H 3.476 0.320 -6.794
H 3.008 -1.715 -5.469
H 2.577 -1.532 -3.037